Record 1
{
  "formula": "C34H98N4O13",
  "method": "ωB97M-V/def2-TZVPD",
  "energy_ev": -69423.101,
  "e_above_lowest_ev": 0.000,
  "multiplicity": 1,
  "species": ["O", "O", "O", "O", "O", "O", "O", "O", "O", "O", "O", "O", "O", "N", "N", "N", "N", "C", "C", "C", "C", "C", "C", "C", "C", "C", "C", "C", "C", "C", "C", "C", "C", "C", "C", "C", "C", "C", "C", "C", "C", "C", "C", "C", "C", "C", "C", "C", "C", "C", "C", "H", "H", "H", "H", "H", "H", "H", "H", "H", "H", "H", "H", "H", "H", "H", "H", "H", "H", "H", "H", "H", "H", "H", "H", "H", "H", "H", "H", "H", "H", "H", "H", "H", "H", "H", "H", "H", "H", "H", "H", "H", "H", "H", "H", "H", "H", "H", "H", "H", "H", "H", "H", "H", "H", "H", "H", "H", "H", "H", "H", "H", "H", "H", "H", "H", "H", "H", "H", "H", "H", "H", "H", "H", "H", "H", "H", "H", "H", "H", "H", "H", "H", "H", "H", "H", "H", "H", "H", "H", "H", "H", "H", "H", "H", "H", "H", "H", "H"],
  "coordinates": [[-11.113905, -16.822400, 29.503248], [-8.434021, -16.081529, 30.234928], [-12.719611, -17.154273, 23.736979], [-5.583905, -15.768971, 25.896969], [-7.029448, -14.371880, 21.646074], [-9.314198, -21.994839, 29.229299], [-4.756297, -22.224644, 26.797872], [-7.415572, -18.671509, 30.395305], [-2.366533, -16.725291, 30.153527], [-5.735337, -14.280232, 27.981777], [0.361931, -17.168022, 23.348311], [-8.745220, -20.455104, 22.042183], [-4.097676, -14.891155, 23.651602], [-1.780438, -14.801820, 25.148328], [-2.949642, -15.157785, 27.843133], [-10.064792, -15.877523, 20.222762], [-7.910210, -21.125369, 25.943456], [-8.810714, -22.258100, 27.943914], [-7.646915, -13.541168, 26.721673], [-4.002767, -22.042012, 25.578509], [-1.261822, -17.513224, 29.780888], [-6.153240, -17.805259, 24.781560], [-7.495267, -20.342647, 21.319201], [-8.223610, -15.103966, 21.594444], [-11.588354, -17.930812, 24.163554], [-7.627683, -21.292796, 20.104421], [-1.921526, -17.301437, 25.113837], [-6.327633, -16.966965, 26.036327], [-11.443570, -16.685546, 28.116930], [-11.749765, -19.406440, 23.824197], [-1.063073, -16.060468, 24.891651], [-6.966321, -13.541305, 22.782578], [-12.703150, -15.838339, 27.925127], [-10.248733, -16.147086, 27.339442], [-7.196581, -18.912580, 20.946210], [-1.897495, -14.737181, 28.742309], [-6.209631, -11.883645, 27.997869], [0.960988, -17.229332, 22.066485], [-9.724557, -20.020389, 27.095689], [-5.057581, -21.819534, 24.524977], [-9.750279, -23.146308, 29.911586], [-1.864654, -13.207683, 28.783834], [-3.143876, -20.799286, 25.747373], [-10.305586, -17.402546, 23.556082], [-5.888007, -17.678153, 27.297589], [-8.823340, -15.081398, 20.190828], [-9.282013, -13.648862, 19.888806], [-2.079578, -15.339114, 30.144776], [-8.518558, -20.905254, 27.278432], [-0.466406, -16.034693, 23.489757], [-6.251183, -13.183554, 27.223283], [-8.023942, -16.158863, 21.849818], [-9.929986, -16.429008, 23.893045], [-9.387265, -16.771174, 27.584427], [-6.849325, -18.349034, 21.807406], [-0.341656, -17.286808, 30.331203], [-10.496648, -16.096676, 26.282433], [-7.614381, -12.659494, 22.719152], [-4.208833, -22.391053, 27.569480], [-10.863663, -19.981903, 24.089961], [-7.389779, -16.712483, 26.147009], [-3.235405, -14.767870, 24.131032], [-7.251322, -14.125265, 23.665323], [-12.582592, -14.924094, 28.507488], [-4.526627, -21.501142, 23.622640], [-11.966378, -19.506881, 22.757369], [-11.655635, -17.675666, 27.696579], [-0.929730, -12.828720, 29.192849], [-8.077028, -18.416484, 20.520241], [-9.409459, -20.095520, 21.442573], [-10.364343, -17.219669, 22.481124], [-4.720585, -15.120089, 24.356777], [-7.645494, -14.509318, 26.216879], [-7.137518, -21.774547, 26.048494], [-10.050199, -19.580831, 28.045653], [-8.081102, -15.419148, 19.464787], [-0.247643, -16.160199, 25.620766], [-1.229614, -18.144682, 25.101757], [-1.249615, -15.122208, 30.827542], [0.147841, -15.135066, 23.339550], [-7.726132, -20.442701, 27.882092], [-6.159657, -16.991519, 28.113197], [-3.620857, -19.823689, 25.876257], [-6.608202, -21.529766, 19.784560], [-8.189815, -22.194745, 20.320964], [-10.263056, -22.796737, 30.806666], [-6.846101, -17.521800, 23.986762], [-9.482068, -18.079483, 23.796448], [-5.522972, -15.285720, 26.734021], [-6.384708, -14.619952, 28.614215], [-0.907177, -15.096582, 28.432109], [-2.511819, -20.887524, 26.635435], [-13.455481, -17.650228, 24.120169], [-8.953429, -14.824597, 22.360448], [-10.496326, -23.720221, 29.352203], [-8.277961, -13.667777, 27.608779], [-2.406736, -17.243661, 26.092698], [-9.893945, -13.270386, 20.707420], [-9.497628, -22.774469, 27.262030], [-3.326192, -22.881512, 25.409375], [0.170480, -17.328102, 21.312143], [-13.601256, -16.384977, 28.208651], [-9.865105, -13.641377, 18.965464], [-7.077883, -11.802166, 28.659149], [1.495360, -18.175862, 22.028166], [-7.523489, -19.611690, 30.583057], [-3.864380, -14.772116, 28.112323], [-11.800106, -17.356820, 29.913615], [-2.982262, -14.872786, 30.557381], [-7.847219, -22.772474, 28.057868], [-1.050791, -17.499636, 28.706407], [-5.519276, -13.086564, 26.413804], [-2.073535, -14.824321, 26.145067], [-9.807912, -16.863089, 20.309066], [-8.945890, -23.832282, 30.189154], [-6.529537, -18.901913, 20.079079], [-8.084081, -16.993062, 30.291800], [1.566088, -16.356296, 21.820936], [-4.810620, -17.825163, 27.388733], [-9.482747, -19.086568, 26.572393], [-6.460291, -18.529588, 30.383909], [-2.116554, -12.785396, 27.814056], [-3.153941, -16.154586, 27.869628], [-10.513844, -15.888164, 19.309265], [-5.951735, -13.192848, 22.963028], [-1.298921, -15.999017, 22.774633], [-5.122350, -17.901542, 24.446954], [-5.740694, -21.040349, 24.832164], [-6.470638, -18.833955, 24.974143], [-6.700667, -20.746988, 21.949443], [-8.146108, -12.838117, 26.056647], [-9.950281, -15.151522, 27.680960], [-12.602955, -19.859867, 24.339807], [-7.492368, -20.226489, 25.733186], [-1.501704, -18.546637, 30.041877], [-2.534156, -20.670860, 24.847065], [-10.566029, -20.485516, 26.584661], [-6.459484, -18.581561, 27.518315], [-11.527329, -17.853437, 25.257665], [-6.248302, -11.028141, 27.322356], [-1.103167, -14.037687, 25.171464], [-8.455107, -12.947509, 19.769356], [-8.150268, -20.769427, 19.296904], [-5.656182, -22.686523, 24.242977], [-12.771695, -15.558171, 26.872482], [-2.645314, -12.884117, 29.482770], [-2.727702, -17.525461, 24.414599], [-9.376046, -16.211821, 30.035213], [-5.302656, -11.814616, 28.597793]],
  "forces_ev_per_a": [[0.05, 0.03, -0.30], [0.20, -0.20, -0.18], [0.24, -0.62, 0.27], [0.18, -0.47, -1.05], [-0.04, 0.47, -0.04], [-0.42, -0.24, 0.04], [-0.44, -0.46, -0.05], [0.45, -0.30, 0.01], [0.42, 0.13, -0.16], [-0.06, 0.06, 0.89], [0.13, 0.12, -0.31], [0.63, 0.42, 0.24], [0.36, 0.19, 0.03], [0.53, 0.16, 0.90], [-0.82, -0.22, -0.10], [0.49, -1.09, -0.36], [-0.45, -0.22, 0.52], [0.56, 1.16, -0.53], [-0.15, -0.51, 0.33], [-0.68, 1.16, 1.43], [0.06, -0.88, 0.06], [-0.65, -0.77, 0.02], [-1.31, -1.30, -0.41], [0.06, -1.37, -0.18], [0.36, 0.06, 0.25], [0.71, 1.01, -0.03], [-0.01, -0.21, 0.36], [0.44, -0.13, -0.21], [-0.47, -0.03, -0.67], [-0.48, -0.03, -0.23], [0.10, 0.12, 0.05], [0.15, -0.05, 0.63], [0.71, 0.06, -0.11], [0.05, 0.20, 1.12], [-0.23, -0.08, -0.77], [0.57, -0.34, 0.65], [-0.38, 0.09, 0.35], [-1.01, -0.72, 0.00], [-0.14, 1.29, 0.85], [0.61, -0.33, -1.01], [-0.53, 0.05, 0.23], [-0.49, -0.39, 0.83], [0.75, 0.39, -0.30], [0.68, 0.68, -0.11], [-0.52, 0.64, 1.01], [-1.03, 1.30, 0.66], [0.41, 0.03, -0.33], [-0.95, 0.55, 0.27], [0.83, -0.45, -0.44], [0.00, 0.16, 0.48], [-0.03, 0.56, -0.73], [0.26, -0.02, -0.03], [-0.61, 0.05, 0.52], [0.04, -0.16, -0.50], [0.23, 0.18, -0.21], [-0.07, 0.38, 0.00], [0.24, -0.18, -0.08], [-0.22, -0.10, -0.21], [0.33, 0.02, -0.21], [0.06, 0.04, -0.10], [-0.11, -0.13, -0.01], [-0.61, -0.06, -0.24], [-0.01, 0.12, 0.13], [-0.24, 0.01, 0.05], [-0.24, 0.11, -0.10], [0.23, -0.05, -0.05], [0.07, -0.16, 0.14], [0.10, 0.06, -0.28], [-0.25, -0.12, 0.35], [-0.10, -0.01, 0.15], [-0.25, -0.56, -0.08], [0.08, -0.11, -0.03], [0.16, 0.13, -0.06], [0.05, 0.02, 0.02], [-0.22, -0.59, 0.18], [0.06, -0.05, -0.04], [0.23, -0.04, -0.19], [-0.16, -0.14, 0.10], [0.16, 0.04, -0.16], [-0.12, 0.11, 0.07], [-0.52, 0.35, 0.43], [0.13, -0.17, 0.12], [-0.77, -0.37, -0.07], [-0.23, -0.20, -0.34], [0.15, -0.09, 0.33], [0.19, -0.04, 0.14], [0.45, 0.51, -0.18], [-0.11, -0.23, -0.28], [-0.19, -0.19, 0.22], [-0.20, 0.18, 0.04], [-0.22, -0.03, -0.67], [0.28, -0.22, -0.21], [-0.22, 0.41, -0.26], [-0.13, 0.57, -0.30], [0.08, 0.06, -0.29], [-0.07, 0.14, -0.04], [0.17, -0.06, 0.04], [-0.18, -0.16, -0.03], [-0.10, -0.42, 0.42], [-0.26, -0.22, -0.21], [0.02, 0.24, -0.13], [-0.06, 0.13, 0.13], [-0.05, 0.13, 0.03], [0.11, -0.02, 0.10], [0.46, 0.24, 0.04], [-0.18, 0.09, -0.07], [0.65, 0.33, -0.06], [0.06, 0.05, 0.13], [0.08, -0.05, 0.15], [-0.17, -0.38, -0.34], [-0.01, 0.22, -0.02], [-0.26, -0.18, -0.16], [-0.51, -0.19, -0.74], [-0.03, 0.11, 0.36], [0.22, 0.11, -0.04], [0.57, 0.16, 0.48], [-0.37, 0.48, 0.04], [0.24, -0.01, 0.17], [0.00, -0.27, -0.39], [0.29, -0.34, -0.50], [-0.09, -0.02, -0.01], [0.32, 0.03, -0.10], [0.56, -0.04, 0.13], [0.01, 0.50, 0.04], [0.15, -0.23, -0.35], [0.12, -0.20, -0.18], [0.04, 0.47, -0.11], [0.15, 0.25, 0.01], [0.04, 0.01, 0.28], [-0.26, 0.12, 0.34], [0.33, 0.31, 0.07], [-0.32, 0.07, -0.02], [0.00, 0.13, 0.13], [0.02, -0.12, -0.41], [-0.12, 0.05, -0.07], [0.31, -0.10, 0.22], [0.11, -0.23, 0.01], [0.20, -0.17, -0.26], [0.13, 0.04, 0.02], [0.03, -0.06, -0.07], [-0.01, -0.11, -0.49], [0.13, -0.17, -0.04], [0.09, -0.06, -0.09], [0.14, -0.18, 0.29], [-0.20, -0.04, -0.01], [-0.06, 0.13, -0.11], [0.15, 0.50, -0.38], [0.18, -0.01, 0.10], [0.04, 0.00, -0.05]],
  "mulliken_charge": [-0.578, -0.651, -0.620, 1.536, -0.389, -0.216, -0.442, -0.671, -0.287, -0.546, -0.311, -0.424, -0.845, -0.486, -0.034, -0.680, -0.694, -1.095, -1.017, 0.560, -0.624, 1.570, 0.854, 0.002, 2.064, -1.590, -1.134, 2.470, 0.748, -1.705, 0.462, -0.537, -1.725, -0.679, -0.496, 0.610, -1.635, -0.792, -1.047, -0.457, -0.847, -1.648, -1.271, -0.664, -0.227, 0.594, -1.491, -1.014, 1.264, -0.923, 0.897, -0.356, 0.205, -0.003, -0.155, 0.336, 0.246, 0.378, 0.272, 0.248, -1.048, 0.428, 0.039, 0.404, 0.432, 0.408, 0.203, 0.417, 0.059, 0.320, 0.168, 0.188, -0.200, 0.306, 0.406, 0.280, 0.371, 0.565, 0.428, 0.456, -0.469, 0.062, 0.122, 0.421, 0.347, 0.239, -0.517, 0.142, -0.654, 0.153, 0.454, 0.446, 0.384, 0.423, 0.336, 0.441, 0.038, 0.330, 0.430, 0.230, 0.340, 0.437, 0.434, 0.340, 0.257, 0.278, 0.081, 0.343, 0.278, 0.456, 0.172, 0.075, -0.119, 0.061, 0.309, 0.486, 0.402, 0.291, -0.175, 0.032, 0.276, 0.381, -0.219, 0.288, 0.281, 0.412, -0.142, -0.598, -1.452, -0.139, 0.484, 0.323, 0.514, -0.358, 0.250, 0.391, 0.303, -0.388, -1.106, 0.391, 0.378, 0.309, 0.352, 0.437, 0.311, 0.309, 0.234, 0.331, 0.373]
}

---

Record 2
{
  "formula": "C6H26O8",
  "method": "ωB97M-V/def2-TZVPD",
  "energy_ev": -23023.274,
  "e_above_lowest_ev": 1.122,
  "smiles": "C=CC=C(C)C.O.O.O.O.O.O.O.O",
  "multiplicity": 1,
  "species": ["O", "O", "O", "O", "O", "O", "O", "O", "C", "C", "C", "C", "C", "C", "H", "H", "H", "H", "H", "H", "H", "H", "H", "H", "H", "H", "H", "H", "H", "H", "H", "H", "H", "H", "H", "H", "H", "H", "H", "H"],
  "coordinates": [[-0.102910, -2.787142, -1.546321], [-1.682181, 1.400136, -3.540292], [1.606490, -2.222089, 0.423407], [0.401414, -0.318079, 2.940233], [1.322740, 2.188752, 2.537949], [-1.914482, -1.304492, 2.060222], [-2.233355, -3.046057, 0.069122], [2.662510, 0.008342, 1.516614], [1.116504, 0.220534, -1.487235], [-0.174069, 0.530810, -0.909516], [1.277338, -0.124915, -2.772008], [-1.874769, 2.040438, 0.097557], [0.417151, 2.927694, -0.599061], [-0.517783, 1.754003, -0.501352], [-1.274468, 0.776457, -3.074589], [-0.875020, -0.324322, -0.788852], [0.997054, 2.917426, -1.488279], [-2.172357, -3.930302, 0.340240], [-2.549827, 1.138408, 0.175180], [2.248327, -1.468517, 0.397628], [-0.406198, -0.667344, 2.618442], [2.235179, -0.298687, -3.180552], [0.640755, 2.887528, 2.445252], [-1.428051, -2.955628, -0.600239], [0.621338, -2.605235, -0.891221], [1.035789, -2.009090, 1.112269], [-1.446097, 2.192343, -3.039733], [-2.439882, 2.774679, -0.527266], [2.675798, 0.968788, 1.519611], [-1.751088, 2.453327, 1.119709], [-2.634428, -0.643217, 1.930510], [0.837011, 1.353642, 2.698890], [2.015198, 0.268745, -0.736009], [1.142159, 2.871923, 0.182699], [-0.116653, -2.063651, -2.104065], [-0.133254, 3.910776, -0.516356], [-1.993801, -1.975195, 1.324966], [0.488102, -0.171746, -3.499825], [0.443710, -0.669964, 3.844468], [1.892641, -0.177497, 2.079340]],
  "forces_ev_per_a": [[0.04, -2.46, 2.10], [-2.52, 4.39, -2.81], [2.13, -0.24, -2.02], [1.70, 0.22, 1.70], [-0.75, 0.75, -0.03], [-0.68, 0.68, -0.18], [1.60, 2.02, -1.79], [0.30, -0.14, -0.12], [2.23, -0.26, 0.15], [-1.18, -0.27, 0.64], [-0.01, 0.50, 1.10], [-0.85, -0.38, 0.04], [-1.29, 0.87, 0.28], [-0.60, -0.23, 0.15], [2.52, -4.30, 2.98], [0.29, 0.75, -0.01], [0.33, 0.02, -1.06], [-0.07, -2.03, 0.69], [0.92, 0.76, -0.14], [-0.58, -0.64, 0.21], [-2.33, -0.79, -1.21], [1.00, -0.31, -0.24], [0.68, -0.70, 0.14], [-1.45, -0.04, 1.01], [-0.16, -0.01, -0.30], [-1.58, 0.59, 2.03], [-0.18, 0.01, -0.29], [0.48, -0.32, 0.55], [0.13, 0.30, -0.04], [-0.17, -0.02, -0.51], [0.85, -0.92, 0.06], [-0.03, 0.46, 0.05], [-1.57, 0.00, -1.78], [0.46, 0.08, 0.83], [0.05, 2.29, -1.89], [0.59, -1.03, -0.11], [-0.23, 0.27, 0.16], [-0.48, 0.03, -0.03], [0.23, 0.27, -0.27], [0.18, -0.17, -0.06]],
  "mulliken_charge": [-0.743, -0.636, -0.732, -0.657, -0.702, -0.764, -0.759, -0.797, -0.124, -0.560, -1.295, -1.274, -1.504, 1.665, 0.302, 0.281, 0.471, 0.302, 0.229, 0.360, 0.345, 0.308, 0.304, 0.458, 0.550, 0.304, 0.354, 0.372, 0.344, 0.282, 0.290, 0.437, 0.273, 0.303, 0.276, 0.357, 0.394, 0.228, 0.280, 0.475]
}